Molecular formula: C5H14
Method: DFT, the ωB97M-V functional and the def2-TZVPD basis

```
19
Properties=species:S:1:pos:R:3
C 0.824 -1.000 -1.590
C -0.855 1.530 1.562
C -1.141 1.661 0.083
C -1.077 0.176 2.242
C 2.030 -1.918 -1.881
H -0.340 -0.539 1.875
H 0.176 1.811 1.792
H 1.084 0.006 -1.914
H -1.067 0.307 3.324
H 1.938 -2.892 -1.397
H -1.426 2.291 2.104
H 0.034 -1.414 -2.226
H -0.799 2.606 -0.328
H 2.998 -1.535 -1.540
H -2.206 1.451 -0.077
H -2.068 -0.220 2.001
H -0.734 0.831 -0.506
H 0.477 -1.129 -0.567
H 2.151 -2.024 -2.957
```

Its frontier orbital gap is 12.13 eV. The total charge is 0. For the relative energy (zero: lowest compared OMol25 entry of this formula, charge and spin), the calculation gives 0.3328 eV. The molecular weight is 74.167 u. As for the highest occupied orbital energy: -11.06 eV. The value obtained for the LUMO energy is 1.0717 eV.